# 1
{"formula": "C16H25NO3", "method": "ωB97M-V/def2-TZVPD", "species": ["C", "H", "H", "H", "C", "N", "H", "C", "H", "H", "C", "C", "O", "C", "C", "C", "C", "C", "C", "H", "H", "C", "H", "H", "C", "H", "H", "C", "H", "H", "H", "H", "H", "O", "H", "H", "C", "H", "H", "H", "C", "O", "H", "H", "H"], "positions_angstrom": [[-0.6791, 1.6949, 1.4652], [0.0127, 2.5354, 1.4470], [-1.6129, 2.1795, 1.7171], [-0.8655, 1.5541, 0.4184], [-0.3667, 0.7096, 2.3371], [0.8571, -0.1647, 1.6900], [1.0186, -1.1621, 2.2167], [2.1639, 0.7066, 1.4613], [2.5116, 1.0946, 2.4605], [1.9420, 1.4400, 0.8050], [3.4461, -0.3632, 0.8949], [3.3876, -0.5171, -0.5360], [1.9764, -1.1943, -0.8294], [1.0451, -0.7615, -1.4858], [-0.0833, -1.4308, -1.6501], [-1.2263, -1.1579, -2.0666], [-1.5010, 0.2805, -2.3662], [-0.3052, 1.0814, -2.1791], [0.8905, 0.6708, -1.8965], [1.7644, 1.1999, -1.5790], [-0.3265, 2.2933, -2.4813], [-2.5927, 0.4603, -2.9370], [-2.6518, 1.2292, -3.8927], [-3.2564, 0.8969, -2.1374], [-3.1653, -0.5633, -3.5208], [-4.4183, -0.8321, -3.3002], [-3.1895, -0.9524, -4.2687], [-2.4600, -1.7571, -2.5863], [-2.3771, -2.8251, -2.7982], [-3.1291, -1.9586, -1.4742], [0.0902, -2.5794, -1.5004], [4.1169, -1.1151, -0.7231], [3.3722, 0.2947, -1.1085], [4.4565, 0.3332, 1.3221], [4.5937, 0.5014, 2.2293], [3.3113, -1.3561, 1.3663], [0.0563, 1.0512, 3.6673], [0.4387, -0.2470, 4.3078], [0.8462, 1.6599, 3.7771], [-0.6748, 1.1281, 4.2218], [-1.5173, -0.6316, 2.2709], [-1.6386, -1.0816, 1.0348], [-0.9295, -1.0067, 0.5315], [-2.3445, -0.0376, 2.8451], [-0.9865, -1.3002, 2.8303]], "atomic_forces_ev_per_a": [[-1.9, 5.8, -3.5], [0.4, 0.2, 0.3], [-0.5, 0.3, 0.7], [0.3, -1.3, -0.6], [2.8, -9.9, -0.2], [0.8, 0.5, 0.3], [-0.2, 3.7, -1.2], [-0.6, -7.2, 3.1], [0.0, -0.2, -1.0], [-0.5, 2.4, -2.2], [-7.0, 1.8, 3.8], [-6.8, -0.2, 1.0], [8.5, -3.4, 4.1], [-3.4, 8.9, -3.3], [5.1, -9.8, 2.6], [-7.7, 7.6, -4.7], [16.6, -3.8, 6.2], [-5.6, 5.2, -3.2], [4.4, -5.2, 3.1], [0.0, 1.2, -0.6], [-0.4, -3.2, 0.8], [-9.8, 13.1, -4.9], [0.7, -0.3, 2.5], [-0.4, 0.1, -0.8], [-7.0, -6.0, 15.5], [3.2, 1.4, -0.2], [1.1, -6.1, -16.7], [-2.7, -2.2, 4.2], [-0.1, 0.2, -1.1], [1.4, 0.9, -3.0], [-0.2, 1.6, 0.2], [4.1, -4.4, -2.4], [0.4, 3.5, -2.0], [5.6, 1.6, -1.7], [-0.5, -0.2, 1.4], [-0.1, 0.3, -0.1], [4.6, -7.4, -1.9], [-0.7, 3.7, -1.9], [2.6, 2.3, 0.5], [-7.2, 2.1, 5.9], [1.4, 6.5, 2.1], [-7.4, -1.0, 1.3], [5.7, 0.8, -3.3], [0.4, -2.0, -1.5], [0.8, -1.9, 2.4]], "orbital_gap_ha": 0.26648, "relative_energy_kcal_mol": 453.08, "multiplicity": 1, "total_energy_ha": -904.480489, "homo_ev": -6.8, "e_lumo_ev": 0.5}

# 2
{"formula": "C25H41BClN4OS4Zn", "method": "ωB97M-V/def2-TZVPD", "species": ["Zn", "C", "C", "S", "C", "C", "S", "C", "C", "S", "C", "C", "S", "H", "H", "H", "H", "H", "H", "H", "H", "H", "H", "H", "H", "H", "H", "H", "H", "C", "C", "C", "C", "C", "O", "C", "C", "C", "C", "C", "C", "Cl", "C", "C", "C", "N", "C", "N", "C", "N", "H", "H", "H", "H", "H", "H", "H", "H", "H", "H", "H", "H", "H", "H", "H", "H", "H", "H", "H", "H", "H", "H", "B", "C", "N", "H", "H", "H"], "positions_angstrom": [[0.1152, 0.0407, 0.3190], [-0.6336, -2.3457, 2.2929], [0.5427, -2.9430, 1.4977], [1.2156, -2.1393, -0.0271], [2.9328, -1.5170, 0.2365], [3.2283, -0.0773, 0.6635], [2.2710, 1.2769, -0.1563], [1.9445, 2.4715, 1.2206], [0.5348, 3.0743, 1.3557], [-0.9768, 2.2230, 0.7157], [-2.0817, 1.6201, 2.0626], [-1.9915, 0.2043, 2.6348], [-1.7952, -1.1899, 1.4341], [-0.2772, -1.8295, 3.1818], [-1.2648, -3.1794, 2.6058], [0.2356, -3.9121, 1.1017], [1.3879, -3.0864, 2.1713], [3.3700, -1.7108, -0.7449], [3.3992, -2.1880, 0.9579], [4.2726, 0.1200, 0.4159], [3.0931, 0.0350, 1.7361], [2.6285, 3.3007, 1.0296], [2.2447, 1.9783, 2.1426], [0.4986, 4.0030, 0.7850], [0.3466, 3.2955, 2.4061], [-3.0543, 1.7690, 1.5893], [-1.9884, 2.3280, 2.8856], [-2.9354, 0.0081, 3.1462], [-1.1788, 0.1326, 3.3534], [-0.9144, 4.1199, -4.4547], [-2.3912, 3.7289, -4.2824], [-3.2139, 4.9098, -4.8262], [-2.7340, 3.5893, -2.7966], [-2.6668, 2.4354, -5.1261], [-2.3018, 2.7206, -6.4771], [-4.1384, 1.9504, -5.1871], [-4.7148, 0.9824, -4.1433], [-5.2004, 1.5979, -2.8615], [-4.7474, 1.1362, -1.6315], [-5.2200, 1.6764, -0.4487], [-6.1473, 2.7046, -0.4868], [-6.7189, 3.3967, 0.9922], [-6.6297, 3.1672, -1.7011], [-6.1629, 2.6043, -2.8745], [-1.6712, 1.2561, -4.8753], [-1.4757, 0.6560, -3.5823], [-0.6608, 0.9887, -2.5806], [-0.7135, 0.0629, -1.6311], [-1.5945, -0.8433, -2.1213], [-2.0571, -0.5078, -3.2912], [-0.7594, 5.1309, -4.0877], [-0.6484, 4.0982, -5.5089], [-0.2419, 3.4622, -3.9125], [-3.0069, 5.7864, -4.2189], [-4.2836, 4.7291, -4.7739], [-2.9412, 5.1512, -5.8504], [-2.2854, 4.4134, -2.2466], [-2.3790, 2.6639, -2.3568], [-3.8069, 3.6406, -2.6467], [-2.9479, 3.3236, -6.8617], [-4.2103, 1.4331, -6.1480], [-4.7878, 2.8224, -5.2496], [-4.0081, 0.1849, -3.9264], [-5.5847, 0.5118, -4.6128], [-4.0299, 0.3292, -1.5909], [-4.8893, 1.2870, 0.5021], [-7.3716, 3.9498, -1.7264], [-6.5666, 2.9501, -3.8146], [-0.7068, 1.6088, -5.2468], [-2.0070, 0.4528, -5.5350], [-0.0370, 1.8582, -2.5500], [-1.8783, -1.7441, -1.6182], [1.7508, 0.1970, 4.6783], [1.2202, 0.1136, 3.2629], [0.8138, 0.0662, 2.1650], [1.5561, -0.8710, 5.1808], [2.9178, 0.4481, 4.5746], [1.1359, 1.0782, 5.2080]], "atomic_forces_ev_per_a": [[-0.3, 0.0, -0.9], [-0.5, 0.2, 0.2], [0.3, 0.0, -0.4], [-0.1, 0.2, 0.2], [-0.4, -0.1, -0.1], [0.1, 0.4, 0.2], [-0.3, -0.2, 0.1], [0.5, -0.2, -0.1], [-0.5, 0.0, -0.1], [0.2, -0.2, 0.0], [0.2, 0.2, -0.3], [0.0, -0.4, 0.2], [0.3, 0.2, -0.1], [-0.1, -0.1, -0.1], [0.1, 0.1, 0.1], [0.1, 0.0, 0.1], [-0.1, -0.1, 0.0], [0.0, -0.1, 0.1], [0.1, 0.0, -0.1], [0.0, -0.1, 0.1], [0.1, 0.1, -0.2], [-0.1, 0.0, 0.1], [0.0, 0.1, -0.2], [0.0, 0.0, 0.2], [0.1, 0.1, 0.0], [0.1, 0.1, 0.1], [-0.2, 0.0, 0.0], [0.1, 0.1, 0.1], [-0.2, -0.1, -0.1], [-0.2, 0.0, -0.1], [0.1, 0.0, -0.1], [0.1, -0.3, 0.0], [0.0, 0.0, -0.2], [-0.2, 0.0, 0.4], [0.2, 0.0, -0.2], [0.1, -0.2, 0.1], [-0.1, 0.1, -0.1], [-0.1, -0.1, 0.1], [-0.1, 0.0, -0.1], [-0.1, 0.1, 0.1], [0.1, -0.1, -0.1], [0.0, 0.0, 0.1], [0.0, 0.0, 0.1], [0.1, -0.1, 0.1], [-0.1, 0.6, -1.2], [0.4, 0.1, 0.8], [0.1, -0.2, 0.2], [0.0, 0.2, -0.2], [0.1, 0.3, -0.2], [-0.5, -0.9, -0.3], [0.1, 0.1, 0.1], [0.1, 0.0, 0.0], [0.2, -0.1, 0.1], [0.0, 0.1, 0.1], [-0.1, 0.0, 0.0], [0.0, 0.1, -0.1], [0.1, 0.1, 0.1], [0.0, 0.0, 0.1], [-0.1, 0.0, 0.1], [0.0, -0.1, 0.0], [0.0, 0.1, 0.0], [0.0, 0.1, -0.1], [-0.2, 0.0, -0.1], [0.1, 0.0, 0.0], [0.1, -0.1, 0.0], [0.0, 0.0, 0.1], [-0.1, 0.1, 0.0], [0.0, 0.1, -0.1], [-0.1, -0.2, 0.1], [0.2, 0.0, 0.1], [0.1, 0.2, -0.1], [-0.1, -0.2, 0.1], [0.2, 0.0, 0.5], [-0.9, -0.1, -2.3], [0.9, 0.1, 2.5], [0.0, -0.3, 0.2], [0.3, 0.1, 0.0], [-0.1, 0.2, 0.2]], "orbital_gap_ha": 0.32707, "relative_energy_kcal_mol": 24.69, "multiplicity": 1, "total_energy_ha": -5128.406249, "homo_ev": -11.1, "e_lumo_ev": -2.2, "charge": 1}

# 3
{"formula": "C6H6", "method": "ωB97M-V/def2-TZVPD", "species": ["C", "C", "C", "C", "C", "C", "H", "H", "H", "H", "H", "H"], "positions_angstrom": [[-1.2854, -0.6876, -0.6694], [-0.0602, 0.0068, -0.1269], [1.0162, -0.7178, 0.3658], [2.3563, -0.7891, 0.5539], [-0.0940, 1.4058, -0.0017], [-0.1520, 2.6069, 0.0535], [-1.4135, -0.3523, -1.7042], [-1.1846, -1.7779, -0.6713], [-2.1926, -0.4224, -0.1201], [0.4683, -1.5008, 0.8721], [2.7238, -1.4385, 1.3724], [-0.1823, 3.6670, 0.0758]], "atomic_forces_ev_per_a": [[0.2, 0.1, -0.1], [-0.6, 1.4, -0.6], [1.5, -0.6, 1.0], [-1.6, -0.3, 0.2], [0.0, -0.3, -0.5], [0.0, 0.3, 0.0], [-0.1, -0.1, 0.1], [0.1, 0.2, 0.0], [0.1, 0.1, 0.0], [0.4, -1.4, 0.3], [0.2, 0.6, -0.5], [0.0, 0.1, 0.1]], "orbital_gap_ha": [0.30290, 0.25485], "relative_energy_kcal_mol": 151.47, "multiplicity": 1, "total_energy_ha": -231.984937, "homo_ev": [-9.1, -7.6], "e_lumo_ev": [-0.9, -0.7]}